Formula: C4H12NOS
Source: the OMol25 dataset
Level of theory: the ωB97M-V functional and the def2-TZVPD basis

```
19
Properties=species:S:1:pos:R:3:forces:R:3
O -2.367 0.894 2.687 -1.34 -3.09 0.03
C -1.718 1.906 2.871 1.10 3.06 -0.53
C -0.325 2.050 2.328 -0.13 2.53 0.89
N -0.103 1.024 1.309 -0.12 -1.09 -1.15
H -2.099 2.819 3.368 0.07 -0.26 -0.01
H -0.256 3.052 1.848 0.22 -0.69 0.45
H 0.447 2.027 3.142 0.15 -0.72 -0.78
H 0.722 1.051 0.698 0.46 0.32 0.59
H -0.167 0.105 1.734 0.15 -0.46 0.42
H -0.882 0.983 0.642 -0.58 0.48 0.15
C -0.507 -2.008 -1.642 0.17 -0.06 -0.45
C 0.914 -1.455 -1.331 -0.35 -0.19 -0.18
S 1.818 -1.107 -2.900 -0.02 0.11 0.55
H -0.452 -2.776 -2.453 -0.05 0.45 0.73
H -1.190 -1.204 -2.019 0.64 -0.61 0.41
H -0.947 -2.473 -0.734 0.23 0.32 -0.61
H 0.802 -0.516 -0.785 0.14 -0.06 -0.04
H 1.516 -2.142 -0.714 -0.39 0.18 -0.32
H 2.886 -0.488 -2.338 -0.34 -0.22 -0.16
```
Positions in Å, forces in eV/Å.

Properties
2S+1	2
energy above the lowest of the compared OMol25 structures with the same formula, charge and spin	63.85	kcal/mol